Entry 1:
Here is a single C21H23N3O3S molecule from OMol25. Energies are from ωB97M-V/def2-TZVPD.

Summary:
Electronic energy = -1602.254910 a.u.

Each line ends with the Löwdin charge.
Atoms and positions in Å:
C: -3.935 1.209 -1.542  -0.082
H: -4.668 0.468 -1.229  0.095
H: -4.363 1.831 -2.334  0.097
O: -2.826 0.473 -2.012  -0.112
C: -1.732 1.166 -2.458  -0.295
C: -1.603 2.547 -2.430  -0.025
C: -0.403 3.126 -2.807  -0.034
C: 0.664 2.361 -3.247  -0.256
C: 0.499 0.982 -3.331  -0.039
C: -0.677 0.388 -2.935  0.001
H: -0.795 -0.684 -2.959  0.123
H: 1.312 0.365 -3.684  0.121
C: 2.004 2.985 -3.521  -0.132
C: 2.989 2.593 -2.406  -0.167
N: 2.480 2.913 -1.090  0.068
C: 1.845 1.992 -0.332  -0.485
O: 1.737 0.830 -0.653  0.051
C: 1.340 2.541 1.002  -0.099
H: 0.818 3.487 0.835  0.126
H: 2.201 2.720 1.650  0.126
C: 0.367 1.579 1.687  -0.447
C: -0.855 1.380 0.804  -0.481
O: -1.602 2.280 0.498  0.089
N: -0.987 0.092 0.422  0.150
C: -0.059 -0.837 0.830  -0.599
N: -0.079 -2.020 0.432  0.075
C: 0.874 -2.986 0.903  -0.205
C: 0.245 -3.800 2.006  -0.221
C: -0.580 -4.875 1.704  -0.043
C: -1.190 -5.595 2.716  -0.088
C: -0.984 -5.245 4.039  -0.098
C: -0.168 -4.170 4.347  -0.086
C: 0.442 -3.449 3.335  -0.050
H: 1.075 -2.607 3.574  0.086
H: -0.006 -3.891 5.378  0.101
H: -1.459 -5.809 4.829  0.098
H: -1.828 -6.433 2.471  0.100
H: -0.744 -5.144 0.671  0.112
H: 1.784 -2.492 1.273  0.094
H: 1.121 -3.627 0.053  0.117
S: 1.059 -0.069 2.000  1.039
H: -1.683 -0.183 -0.264  0.148
H: 0.061 2.002 2.648  0.119
H: 2.434 3.885 -0.833  0.145
H: 3.143 1.512 -2.418  0.119
H: 3.948 3.098 -2.547  0.119
H: 1.910 4.072 -3.563  0.110
H: 2.408 2.636 -4.473  0.117
H: -0.303 4.202 -2.745  0.113
H: -2.403 3.177 -2.078  0.107
H: -3.657 1.837 -0.690  0.078

=====

Entry 2:
Here is a single C21H23N3O4S molecule from OMol25. Energies are from ωB97M-V/def2-TZVPD.

Summary:
Electronic energy = -1677.496474 a.u.

Each line ends with the Löwdin charge.
Atoms and positions in Å:
C: -8.424 2.307 0.159  -0.115
H: -8.515 2.075 -0.907  0.083
O: -7.115 2.111 0.634  -0.188
C: -6.706 0.767 0.706  -0.245
C: -6.487 0.107 -0.661  -0.155
H: -5.845 0.749 -1.266  0.126
H: -7.443 -0.003 -1.175  0.111
C: -5.843 -1.277 -0.542  -0.177
N: -4.482 -1.224 -0.059  0.066
C: -3.437 -1.103 -0.912  -0.453
O: -3.559 -1.117 -2.120  0.082
C: -2.100 -0.964 -0.250  -0.118
C: -1.151 -0.188 -0.894  0.063
C: 0.116 -0.034 -0.338  -0.161
C: 0.433 -0.680 0.862  -0.056
C: -0.524 -1.476 1.490  0.013
C: -1.782 -1.615 0.945  -0.021
H: -2.506 -2.255 1.427  0.113
H: -0.246 -1.975 2.406  0.124
C: 1.773 -0.535 1.446  -0.361
O: 2.114 -1.068 2.479  0.098
N: 2.650 0.273 0.728  0.003
C: 2.334 0.915 -0.438  -0.761
S: 3.378 1.888 -1.253  0.747
N: 1.077 0.739 -0.933  0.086
H: 0.874 1.218 -1.801  0.137
C: 4.009 0.415 1.230  -0.107
C: 5.005 -0.281 0.339  -0.169
C: 4.715 -1.507 -0.232  -0.030
C: 5.616 -2.130 -1.079  -0.087
C: 6.822 -1.515 -1.356  -0.085
C: 7.136 -0.293 -0.785  -0.019
C: 6.237 0.333 0.070  -0.252
O: 6.464 1.522 0.692  -0.100
C: 7.616 2.253 0.348  -0.079
H: 7.548 3.186 0.906  0.095
H: 7.644 2.474 -0.723  0.099
H: 8.530 1.725 0.638  0.095
H: 8.083 0.166 -1.017  0.102
H: 7.530 -1.985 -2.022  0.103
H: 5.374 -3.085 -1.520  0.100
H: 3.769 -1.982 -0.013  0.117
H: 4.262 1.476 1.290  0.111
H: 4.017 -0.021 2.233  0.136
H: -1.405 0.289 -1.828  0.130
H: -4.336 -1.068 0.924  0.130
H: -6.428 -1.912 0.128  0.124
H: -5.803 -1.736 -1.533  0.122
H: -5.763 0.802 1.260  0.120
H: -7.436 0.179 1.287  0.125
H: -8.647 3.361 0.312  0.089
H: -9.144 1.698 0.720  0.090

=====

Entry 3:
Here is a single C21H23N3O5 molecule from OMol25. Energies are from ωB97M-V/def2-TZVPD.

Summary:
Electronic energy = -1354.537839 a.u.

Each line ends with the Löwdin charge.
Atoms and positions in Å:
C: 4.804 0.645 -1.371  -0.062
C: 3.920 1.797 -0.909  -0.219
H: 3.730 2.480 -1.744  0.122
H: 4.380 2.339 -0.081  0.122
O: 2.676 1.330 -0.398  -0.001
C: 1.734 1.023 -1.301  -0.454
O: 1.889 1.123 -2.495  0.112
C: 0.498 0.591 -0.649  0.006
C: 0.017 1.009 0.596  -0.166
N: 0.499 1.815 1.528  0.198
C: -0.213 2.031 2.606  -0.251
C: -1.493 1.442 2.809  -0.123
C: -2.006 0.635 1.816  -0.156
N: -1.243 0.435 0.719  0.002
N: -1.564 -0.299 -0.339  0.154
C: -0.530 -0.223 -1.175  -0.158
C: -0.546 -0.957 -2.434  -0.151
C: -1.734 -1.061 -3.158  -0.037
C: -1.747 -1.751 -4.352  -0.077
C: -0.598 -2.356 -4.839  -0.025
C: 0.584 -2.274 -4.111  -0.259
C: 0.602 -1.572 -2.908  0.059
H: 1.525 -1.528 -2.355  0.130
O: 1.766 -2.846 -4.477  -0.081
C: 1.829 -3.532 -5.702  -0.094
H: 1.155 -4.396 -5.716  0.094
H: 2.857 -3.879 -5.794  0.092
H: 1.593 -2.874 -6.545  0.096
H: -0.640 -2.886 -5.777  0.100
H: -2.661 -1.825 -4.922  0.103
H: -2.626 -0.590 -2.778  0.106
C: -3.351 -0.013 1.814  0.013
H: -4.131 0.736 1.682  0.100
H: -3.393 -0.711 0.982  0.076
H: -3.538 -0.544 2.744  0.076
C: -2.267 1.674 4.077  -0.115
H: -2.151 2.709 4.401  0.115
H: -3.328 1.494 3.902  0.116
C: -1.787 0.761 5.224  -0.072
C: -1.792 -0.684 4.797  -0.548
O: -0.970 -1.204 4.092  0.124
O: -2.848 -1.351 5.285  0.105
H: -2.827 -2.279 5.002  0.135
H: -2.441 0.883 6.087  0.123
H: -0.764 1.021 5.496  0.117
C: 0.399 2.966 3.599  -0.014
H: 0.616 2.454 4.534  0.077
H: -0.267 3.801 3.810  0.084
H: 1.328 3.344 3.184  0.084
H: 5.771 1.027 -1.684  0.075
H: 4.946 -0.066 -0.561  0.077
H: 4.337 0.136 -2.211  0.072

=====

Entry 4:
Here is a single C21H23N3S molecule from OMol25. Energies are from ωB97M-V/def2-TZVPD.

Summary:
Electronic energy = -1376.487221 a.u.

Each line ends with the Löwdin charge.
Atoms and positions in Å:
C: 3.394 4.805 -2.704  -0.102
N: 3.163 3.839 -1.652  -0.234
C: 1.750 3.621 -1.416  -0.179
C: 1.558 2.696 -0.208  -0.133
N: 2.237 1.444 -0.444  -0.123
C: 1.607 0.304 -0.794  -0.696
S: 2.390 -0.934 -1.568  0.711
C: 0.223 0.114 -0.399  -0.198
C: -0.333 0.387 0.828  -0.010
N: -1.635 -0.006 0.868  -0.035
C: -1.958 -0.561 -0.343  -0.158
C: -3.159 -1.084 -0.808  -0.019
C: -3.195 -1.558 -2.101  -0.094
C: -2.068 -1.513 -2.924  -0.091
C: -0.877 -0.989 -2.477  -0.035
C: -0.811 -0.510 -1.171  -0.125
H: -0.004 -0.959 -3.111  0.082
H: -2.139 -1.898 -3.931  0.099
H: -4.115 -1.973 -2.488  0.099
H: -4.040 -1.116 -0.184  0.096
C: -2.457 -0.010 2.055  -0.085
C: -2.276 -1.301 2.820  -0.202
C: -3.167 -2.353 2.663  -0.040
C: -2.963 -3.550 3.327  -0.078
C: -1.863 -3.708 4.152  -0.087
C: -0.969 -2.663 4.313  -0.078
C: -1.174 -1.467 3.650  -0.042
H: -0.473 -0.655 3.781  0.107
H: -0.109 -2.780 4.956  0.104
H: -1.703 -4.643 4.668  0.102
H: -3.664 -4.361 3.198  0.104
H: -4.028 -2.237 2.021  0.104
H: -3.501 0.116 1.758  0.126
H: -2.164 0.842 2.678  0.132
H: 0.136 0.816 1.694  0.138
C: 3.641 1.647 -0.721  -0.177
C: 3.818 2.571 -1.924  -0.178
H: 4.881 2.754 -2.089  0.124
H: 3.402 2.079 -2.821  0.128
H: 4.105 0.679 -0.913  0.061
H: 4.095 2.111 0.160  0.130
H: 0.494 2.526 -0.047  0.111
H: 1.993 3.169 0.678  0.131
H: 1.276 4.583 -1.211  0.123
H: 1.253 3.166 -2.294  0.134
H: 4.466 4.964 -2.809  0.083
H: 2.926 5.749 -2.429  0.083
H: 2.990 4.481 -3.675  0.089

=====

Entry 5:
Here is a single C21H23NO6 molecule from OMol25. Energies are from ωB97M-V/def2-TZVPD.

Summary:
Electronic energy = -1320.304069 a.u.

Each line ends with the Löwdin charge.
Atoms and positions in Å:
C: -6.725 -1.341 -1.241  -0.036
C: -6.034 -0.198 -0.587  -0.213
C: -6.526 1.031 -0.305  -0.039
O: -5.616 1.842 0.301  0.074
C: -4.486 1.118 0.421  -0.199
C: -3.287 1.507 0.983  0.110
C: -2.263 0.570 0.994  -0.166
C: -2.411 -0.728 0.449  -0.092
C: -3.639 -1.093 -0.105  0.061
C: -4.674 -0.176 -0.119  -0.111
H: -3.792 -2.081 -0.505  0.117
C: -1.280 -1.626 0.528  -0.127
C: -0.172 -1.230 1.210  -0.076
C: -0.037 0.139 1.690  -0.393
O: 0.980 0.593 2.175  0.093
O: -1.095 0.972 1.552  0.144
C: 1.026 -2.102 1.455  -0.030
H: 1.513 -1.783 2.376  0.130
H: 0.741 -3.149 1.532  0.126
C: 1.996 -1.929 0.285  -0.462
O: 2.020 -2.684 -0.666  0.064
N: 2.766 -0.836 0.401  0.129
H: 2.670 -0.251 1.222  0.128
C: 3.726 -0.451 -0.600  -0.204
C: 5.128 -0.499 -0.017  -0.506
O: 5.402 -0.869 1.092  0.118
O: 6.055 -0.124 -0.906  0.116
H: 6.940 -0.191 -0.513  0.138
C: 3.380 0.894 -1.263  -0.110
H: 2.476 0.740 -1.856  0.125
H: 4.193 1.152 -1.945  0.122
C: 3.133 2.060 -0.297  -0.419
C: 2.634 3.264 -1.096  -0.076
H: 1.722 3.019 -1.637  0.075
H: 2.421 4.097 -0.430  0.076
H: 3.386 3.582 -1.815  0.081
C: 4.388 2.439 0.483  -0.056
H: 4.698 1.639 1.149  0.070
H: 5.206 2.667 -0.198  0.087
H: 4.195 3.319 1.093  0.082
H: 2.351 1.780 0.417  0.114
H: 3.691 -1.233 -1.373  0.163
C: -1.355 -2.967 -0.131  -0.010
H: -1.880 -3.677 0.509  0.105
H: -1.891 -2.895 -1.074  0.087
H: -0.361 -3.347 -0.342  0.070
H: -3.133 2.486 1.404  0.137
H: -7.495 1.456 -0.480  0.133
H: -7.748 -1.073 -1.491  0.079
H: -6.202 -1.627 -2.152  0.085
H: -6.738 -2.204 -0.576  0.085

=====

Entry 6:
Here is a gas-phase ion, C21H24Br2N2O3PS2 (charge -1) from OMol25. Energies are from ωB97M-V/def2-TZVPD.

Summary:
Electronic energy = -7435.720807 a.u.
Net charge = -1

Each line ends with the Löwdin charge.
Atoms and positions in Å:
C: -4.032 -7.122 -0.138  -0.176
C: -2.833 -6.289 0.314  -0.711
Br: -1.350 -7.563 0.702  0.620
C: -2.325 -5.257 -0.728  -0.304
N: -2.638 -3.884 -0.292  -0.268
C: -2.087 -2.829 -1.236  -0.302
C: -1.267 -1.844 -0.427  -0.171
C: -0.725 -0.716 -1.299  -0.232
C: -0.898 0.687 -0.679  -0.471
S: 0.711 1.468 -0.467  0.967
C: 0.363 3.093 0.059  -1.074
S: -1.156 3.685 0.081  0.699
N: 1.431 3.959 0.478  -0.128
C: 2.525 4.109 -0.463  -0.237
C: 3.395 3.089 -0.839  -0.045
C: 4.434 3.340 -1.730  -0.070
C: 4.616 4.623 -2.237  -0.096
C: 3.760 5.656 -1.872  -0.080
C: 2.721 5.385 -0.985  -0.017
C: 1.885 3.776 1.838  -0.225
C: 2.021 2.550 2.481  -0.025
C: 2.496 2.512 3.788  -0.078
C: 2.848 3.675 4.470  -0.098
C: 2.715 4.901 3.830  -0.085
C: 2.232 4.940 2.528  -0.014
C: -1.268 -3.437 -2.400  -0.750
O: -0.075 -3.687 -2.118  -0.047
O: -1.864 -3.614 -3.465  -0.033
P: -4.284 -3.704 0.018  0.560
O: -4.275 -2.089 0.261  -0.347
Br: -5.325 -3.839 -2.008  0.237
H: -4.747 -7.201 0.676  0.071
H: -3.746 -8.114 -0.463  0.044
H: -4.550 -6.656 -0.972  0.037
H: -3.015 -5.820 1.269  0.048
H: -2.783 -5.506 -1.684  0.102
H: -1.254 -5.371 -0.796  0.078
H: -2.932 -2.310 -1.689  0.086
H: -1.902 -1.471 0.372  0.089
H: -0.444 -2.410 0.006  0.118
H: -1.289 -0.714 -2.231  0.118
H: 0.302 -0.900 -1.598  0.095
H: -1.492 1.323 -1.321  0.049
H: -1.372 0.605 0.293  0.070
H: 3.278 2.099 -0.431  0.080
H: 5.093 2.529 -1.991  0.102
H: 5.438 4.811 -2.915  0.096
H: 3.897 6.657 -2.246  0.096
H: 2.065 6.189 -0.690  0.112
H: 1.772 1.634 1.972  0.075
H: 2.620 1.572 4.303  0.100
H: 3.210 3.638 5.486  0.094
H: 2.971 5.828 4.317  0.096
H: 2.142 5.892 2.027  0.109
H: -5.011 -1.878 0.843  0.039

=====

What are the LUMO energy values for these records? In order: 0.49, -0.20, 0.49, 0.50, -0.12, 1.83 eV.
What are the strongest force on any atom values for these records? In order: 0.857, 0.753, 1.232, 0.721, 1.164, 1.484 eV/A.